ORCA calculation (ωB97M-V with the def2-TZVPD basis set) on 9 unconnected molecules or ions with the total composition C45H84FN2O18.

Element x y z (Å)
F -5.85 -5.43 4.43
O -4.64 1.54 5.33
O 0.75 3.42 -3.95
O 2.87 0.58 3.48
O 2.73 7.18 -0.20
O -4.13 -6.78 4.66
O 3.94 -0.93 2.28
O -1.24 1.48 -0.33
O -3.24 1.10 0.43
O 2.29 7.01 -5.86
O 2.63 -5.15 4.81
O 1.74 -5.18 -0.41
O -1.18 3.32 -4.98
O -0.27 -4.57 -1.04
O -2.46 -1.94 -6.38
O 0.98 8.36 -4.71
O 1.66 5.51 0.74
O -3.57 -2.24 -4.51
O 3.76 -4.89 2.95
N -3.63 -3.56 4.27
N -3.64 -3.82 5.57
C -0.79 -2.32 2.20
C 0.16 3.21 -4.98
C 2.64 5.89 0.15
C 4.14 -6.95 4.06
C -4.58 -5.79 4.23
C -2.72 -2.67 -5.46
C 0.09 -1.59 1.16
C -3.49 -2.80 6.37
C 3.56 -0.58 3.37
C -3.08 0.16 4.08
C 2.10 -5.97 5.86
C -4.07 -3.08 -3.46
C 0.07 3.39 -1.14
C 3.98 7.53 -2.26
C 4.03 -4.79 -1.14
C -2.06 -4.02 -5.32
C -1.30 9.19 -4.86
C -2.29 1.80 -6.54
C -3.84 -4.75 3.41
C 3.19 1.70 5.63
C 2.23 0.99 4.69
C 0.87 2.73 -6.22
C -4.39 0.97 4.05
C -3.11 -3.16 -2.30
C 3.01 -5.80 -0.66
C -0.32 1.95 -1.34
C 3.05 -6.05 7.04
C 3.92 7.75 -0.77
C -1.97 3.24 -6.18
C -3.27 -1.24 4.57
C -3.44 -2.36 3.70
C 3.49 -5.60 3.87
C 1.48 7.90 -5.87
C 0.15 9.51 -4.60
C 3.90 -1.37 4.61
C 0.82 -4.97 -1.36
C -3.13 2.61 -1.41
C -0.14 -3.66 2.66
C -3.41 -2.15 2.23
C -3.31 -1.48 5.92
C 1.20 -5.14 -2.81
C 3.71 4.92 -0.28
C -2.15 -2.72 1.54
C -2.55 1.66 -0.39
C 0.94 8.46 -7.17
H 3.56 -7.66 4.64
H 2.66 2.06 6.51
H -3.51 -1.10 1.97
H -4.26 1.78 3.34
H 0.49 3.56 -0.15
H 3.33 -6.21 0.29
H 0.10 -2.19 0.25
H -3.50 -2.99 7.43
H 3.40 4.44 -1.21
H 0.59 -3.51 3.46
H 4.85 8.02 -2.69
H 1.45 1.68 4.37
H 3.27 -5.05 7.41
H 3.99 -6.51 6.77
H 4.81 7.39 -0.25
H -2.15 -2.39 0.50
H 0.79 3.69 -1.88
H 3.73 -4.34 -2.09
H 1.50 -4.18 -3.22
H -2.87 -2.16 -1.93
H -0.96 -1.66 3.06
H -3.53 -3.75 -1.48
H -5.24 0.36 3.72
H -4.48 -4.50 2.57
H -5.00 -2.60 -3.14
H 4.03 6.47 -2.51
H 2.60 -6.62 7.85
H 0.36 2.96 -7.15
H 0.33 -5.50 -3.35
H 4.29 -7.40 3.07
H -1.92 -4.44 -6.31
H -2.79 1.30 -5.71
H 0.57 9.48 -7.10
H -1.93 10.07 -4.72
H 3.89 -2.43 4.34
H -2.16 -3.61 -2.59
H 4.12 -3.98 -0.42
H 3.81 4.15 0.49
H -4.35 -4.06 -3.84
H 0.52 10.32 -5.24
H -0.80 4.05 -1.23
H 1.02 1.65 -6.14
H -2.53 2.72 -2.31
H -1.39 1.23 -6.77
H -4.10 2.23 -1.71
H 1.09 -1.40 1.54
H 0.27 -4.12 1.77
H -2.90 -5.18 3.10
H -2.25 -3.80 1.52
H 3.08 7.93 -2.74
H -1.46 8.83 -5.88
H 0.56 1.32 -1.23
H -1.64 8.40 -4.19
H -3.20 -0.67 6.63
H -0.95 -4.24 3.09
H 4.90 -1.10 4.94
H 3.85 8.82 -0.55
H 5.11 -6.81 4.53
H -5.35 1.03 5.73
H -2.89 3.77 -5.94
H 1.83 -6.95 5.48
H 3.20 -1.24 5.43
H -2.95 1.77 -7.42
H -2.43 0.66 4.79
H 3.99 1.04 5.95
H -0.34 -0.61 0.97
H 2.00 -5.87 -2.98
H -4.28 -2.64 1.78
H 1.75 8.46 -7.90
H -2.64 -4.74 -4.74
H 0.27 9.86 -3.57
H -2.61 0.22 3.10
H -0.72 1.76 -2.33
H 2.90 -6.64 -1.34
H -1.50 3.78 -6.99
H 4.69 5.36 -0.42
H 1.18 -5.48 6.16
H -1.09 -3.89 -4.85
H 1.84 3.22 -6.26
H 0.15 7.81 -7.53
H 5.00 -5.26 -1.27
H -3.26 3.58 -0.94
H 1.73 0.15 5.17
H 3.65 2.55 5.12

Frontier orbital gap   7.19 eV
Energy relative to the best compared isomer or geometry (same formula, charge and spin)   0.0 kcal per mole
Total charge   +1

Atom charges from the Mulliken analysis, given in e for atoms 1 to 2: -0.244, -0.568

=====

ORCA calculation (ωB97M-V with the def2-TZVPD basis set) on 3 unconnected molecules or ions with the total composition C45H90BN3O4S2.

Element x y z (Å)
S 2.27 -1.93 -0.90
S 2.64 -2.04 -3.79
O -2.04 5.29 2.28
O 1.34 -6.77 -2.50
O -4.78 -4.17 -2.18
O -0.09 -5.08 3.60
N 1.71 -4.14 -2.49
N -3.08 6.02 2.07
N -5.31 -5.20 -1.63
C -4.27 3.84 2.44
C 2.65 -6.41 -2.79
C -6.87 -4.98 -3.56
C -7.25 -6.74 -1.92
C -4.85 -6.95 0.10
C 2.67 -4.97 -3.28
C 1.00 -6.18 -1.26
C 5.52 3.16 -1.42
C 2.19 -2.84 -2.45
C 3.75 -2.57 -0.06
C 4.82 4.25 -2.21
C 3.61 -2.44 1.43
C 10.17 2.28 0.93
C -0.67 -4.14 2.71
C -1.03 0.69 -0.15
C -3.38 -5.03 -0.08
C -1.41 7.86 2.02
C -6.13 -5.93 -2.64
C 3.15 -1.03 1.84
C 0.80 -2.08 2.87
C -2.79 7.50 4.06
C 1.45 -4.71 -1.16
C -5.56 5.84 1.92
C 6.98 3.58 -1.10
C -2.77 7.40 2.54
C -4.28 5.35 2.66
C 0.37 -3.27 2.02
C 1.33 2.71 -2.80
C -4.11 7.00 4.65
C 2.29 3.81 -2.32
C -4.20 -7.65 -2.80
C 9.81 3.55 0.16
C -4.40 5.58 4.17
C 7.31 3.52 0.39
C -0.61 -0.03 1.12
C -3.38 -6.74 -1.90
C -0.07 2.90 -2.21
C -4.25 -5.96 -0.92
C 8.60 4.26 0.76
C -3.77 8.43 1.97
C 3.63 3.84 -3.07
C -0.11 3.07 -0.68
C 0.84 0.30 1.49
C -1.20 2.22 -0.03
C -5.27 -6.85 -3.53
B 1.59 -0.96 2.08
H -6.20 -4.45 -4.23
H -3.46 9.44 2.23
H -8.22 -6.29 -2.08
H 2.33 -4.96 -4.30
H 8.55 5.30 0.47
H -0.75 -1.10 1.02
H 1.74 4.73 -2.46
H 8.69 4.14 1.83
H 7.45 2.52 0.74
H 4.60 -2.61 1.85
H -4.13 3.58 1.39
H -2.79 -4.35 -0.70
H -4.05 -7.40 0.69
H 3.64 -0.65 2.74
H -5.93 -7.53 -4.08
H 1.27 2.82 -3.87
H -5.38 6.68 1.25
H -4.78 8.31 2.36
H 9.73 1.39 0.51
H -0.06 -2.99 1.07
H 5.49 2.24 -1.99
H -1.95 0.25 -0.52
H -2.65 -7.34 -1.34
H 2.27 -4.60 -0.47
H 1.37 -2.37 3.74
H 11.24 2.12 0.86
H 3.40 -0.35 1.04
H -5.40 -7.77 -0.35
H -3.98 -4.43 0.60
H 3.08 -7.02 -3.58
H -1.36 7.76 0.93
H -7.30 -7.77 -2.26
H 7.61 2.85 -1.60
H -1.97 6.91 4.48
H -7.45 -4.25 -3.00
H -0.34 4.11 -0.48
H -0.07 -6.20 -1.21
H 6.47 3.92 0.94
H -1.37 -3.56 3.30
H 1.36 0.56 0.58
H 1.18 -3.94 1.79
H -5.22 3.42 2.76
H 7.20 4.55 -1.52
H -4.65 -8.47 -2.23
H -5.97 5.06 1.28
H -2.10 2.55 -0.53
H 3.56 4.63 -3.81
H -2.68 -5.61 0.52
H 0.96 1.14 2.17
H 0.87 2.92 -0.25
H -0.28 0.52 -0.92
H 4.99 3.01 -0.48
H 1.45 -6.76 -0.45
H -0.72 2.06 -2.44
H -1.26 0.38 1.89
H -6.35 6.14 2.62
H 0.63 -5.54 3.16
H -3.70 4.91 4.68
H -1.25 2.52 1.01
H 0.61 -4.18 -0.74
H -4.93 7.67 4.39
H -3.54 -8.13 -3.53
H -0.52 3.75 -2.72
H 9.57 3.25 -0.84
H -7.56 -5.55 -4.18
H -4.05 7.01 5.74
H 2.50 3.73 -1.26
H -5.51 -6.43 0.80
H -3.50 3.35 3.02
H -1.23 -4.70 1.97
H 2.98 -3.21 1.85
H -3.81 8.36 0.88
H -2.62 8.53 4.37
H -0.59 7.29 2.45
H -7.13 -6.76 -0.84
H 3.96 -3.61 -0.29
H 5.56 4.65 -2.90
H 1.72 1.71 -2.64
H 3.29 -6.49 -1.91
H 3.69 -4.61 -3.22
H 4.54 5.06 -1.55
H -0.11 -1.61 3.25
H 10.68 4.20 0.17
H -1.25 8.91 2.27
H 3.79 2.91 -3.60
H -2.80 -6.05 -2.52
H 4.60 -2.03 -0.44
H 9.95 2.35 1.99
H -5.40 5.28 4.51
H -4.77 -6.24 -4.28

Frontier orbital gap   8.16 eV
2S+1   3
<S²>   2.0080
Energy relative to the best compared isomer or geometry (same formula, charge and spin)   33.6 kcal per mole

Atom charges from the Mulliken analysis, given in e for atoms 1 to 2: 0.365, -0.258

=====

ORCA calculation (ωB97M-V with the def2-TZVPD basis set) on a molecular structure, C45H95N5O9SY.

Element x y z (Å)
Y -1.63 2.24 0.49
S -0.47 0.59 -1.06
O -0.87 1.86 -1.60
O 0.20 1.08 0.16
O 0.87 4.18 -3.10
O -0.82 0.81 2.61
O 2.09 0.05 1.65
O -3.82 3.55 0.73
O 0.15 -3.47 -2.75
O -1.70 0.14 -0.45
O 0.29 -0.21 -1.95
N 2.08 3.68 -3.63
N -1.45 0.09 3.62
N -0.32 -4.19 -1.69
N -3.98 2.44 -0.11
N 3.42 0.34 1.28
C 4.32 0.75 3.69
C -4.13 0.94 1.96
C -1.49 0.68 5.01
C 0.12 -1.87 4.00
C -2.47 -3.00 -1.91
C 4.54 3.04 -3.43
C -0.10 0.72 5.68
C -2.45 -0.14 5.96
C -1.52 -6.31 0.00
C 5.47 1.70 1.57
C 3.38 -1.24 -0.70
C 4.12 1.27 2.23
C -6.20 1.81 0.86
C 3.51 4.90 -2.01
C 1.92 -4.57 -0.82
C -1.83 -4.37 -1.76
C -4.74 1.36 0.56
C 0.62 -5.24 -1.27
C 1.99 2.81 -4.82
C 1.19 3.58 -5.89
C -4.41 2.90 -1.45
C 1.29 1.46 -4.41
C 3.40 2.64 -5.50
C -2.38 -5.01 -0.40
C 5.54 -0.47 0.23
C -2.41 -5.13 -2.96
C 3.34 2.59 2.24
C -5.89 3.51 -1.53
C -2.03 2.13 4.97
C -2.42 -2.11 4.33
C -2.51 -1.65 5.77
C 4.46 2.00 -4.55
C -1.52 -1.90 2.04
C 0.92 -6.21 -2.41
C -5.21 0.45 -1.82
C -0.01 -5.91 0.06
C 4.08 -2.06 1.63
C -4.83 0.12 -0.39
C 4.06 -0.89 0.64
C 3.26 3.48 -2.72
C 6.33 0.44 1.17
C 2.87 2.47 -1.57
C -3.44 3.88 -2.03
C -4.36 1.61 -2.36
C -1.28 -1.37 3.50
H -4.71 3.87 0.89
H -1.84 -4.77 -3.81
H 3.58 -2.26 -1.04
H 2.45 2.54 2.87
H 4.67 1.60 4.29
H 2.49 -5.20 -0.14
H 0.18 -1.99 5.08
H -1.70 -2.11 6.34
H 3.33 2.05 -6.41
H 4.97 -0.12 3.60
H -6.00 4.16 -0.66
H 1.05 -1.48 3.58
H 0.63 3.42 -2.56
H -2.31 2.50 5.96
H -2.28 -2.40 -1.02
H 0.12 -5.18 0.86
H 1.78 -3.57 -0.41
H 3.09 -2.19 2.07
H -3.44 0.32 5.96
H -6.31 2.88 1.03
H 6.17 -1.34 0.07
H -4.99 -0.40 -2.48
H 0.19 3.93 -5.63
H -2.25 -6.19 -2.75
H 3.35 0.41 4.06
H 1.27 0.78 -5.26
H -3.31 1.37 -2.52
H 3.67 2.48 -0.83
H 4.18 1.06 -4.09
H -1.56 -2.99 1.99
H 2.72 5.13 -1.30
H 5.98 2.30 2.32
H -6.68 2.76 -1.57
H 3.81 3.58 -5.86
H -5.56 -0.54 0.08
H 0.14 -2.59 -2.37
H 1.06 3.00 -6.80
H 1.65 4.54 -6.13
H -2.41 3.58 -2.23
H -0.83 -1.64 1.24
H 0.05 0.40 2.60
H -3.56 -3.10 -1.91
H -6.27 0.68 -1.98
H -6.60 1.32 1.75
H -5.94 4.29 -2.29
H 1.13 -5.81 -3.40
H -2.85 2.28 4.26
H 1.82 -6.72 -2.09
H 3.06 2.99 1.26
H -3.91 -0.46 -0.28
H -3.39 -1.92 3.86
H 1.55 0.50 1.00
H -2.18 -3.17 4.38
H -3.42 -4.98 -3.34
H 6.79 -0.05 2.02
H 4.71 -1.82 2.48
H 2.00 2.87 -1.05
H -1.25 2.85 4.70
H 5.37 2.42 0.75
H 4.92 3.95 -3.88
H -0.09 1.51 6.44
H -2.48 -1.62 1.60
H 7.10 0.82 0.49
H 5.54 0.16 -0.66
H 2.51 1.48 -1.84
H 3.93 3.25 2.86
H -3.66 4.07 -3.08
H -2.04 0.09 6.94
H -3.59 4.85 -1.55
H -1.76 -6.55 1.04
H -3.33 -1.96 6.41
H -6.98 1.55 0.15
H -2.25 -4.26 0.38
H 0.68 1.09 5.02
H 5.29 2.67 -2.73
H -4.55 -0.01 2.30
H 0.31 1.78 -4.04
H 3.66 5.69 -2.75
H 2.55 -4.37 -1.69
H -4.82 1.90 -3.30
H 4.30 -3.06 1.28
H 0.19 -7.00 -2.59
H 0.33 -2.87 3.64
H 2.30 -1.26 -0.53
H -3.36 -5.46 -0.56
H 0.24 -0.20 6.15
H -1.61 -7.14 -0.70
H -4.29 1.65 2.77
H 4.46 4.80 -1.48
H 1.83 0.92 -3.64
H -3.10 0.60 1.88
H 0.46 -6.83 0.39
H -2.19 -2.54 -2.86
H 3.51 -0.46 -1.44
H 5.41 1.92 -5.09

Frontier orbital gap   5.36 eV
Total charge   +1

Atom charges from the Mulliken analysis, given in e for atoms 1 to 2: 0.642, 1.056

=====

What E_tot values result from the calculations? In sequence: -3328.53853 -3054.84558 -3158.62118 Eh.
What F_max values result from the calculations? In sequence: 0.0281 0.0468 0.1069 Eh/bohr.
What E_HOMO values result from the calculations? In sequence: -0.4103 -0.2993 -0.3459 Eh.